{"formula": "C2H6NS", "method": "wB97M-V/def2-TZVPD", "fmax_ev_per_a": 3.71, "orbital_gap_ev": [8.55, 8.55], "energy_ev": -14487.619, "homo_energy_ev": [-14.1, -14.1], "spin_multiplicity": 1, "charge": 1, "lumo_ev": [-5.58, -5.58], "elements": ["H", "H", "H", "C", "N", "H", "C", "S", "H", "H"], "positions_angstrom": [[1.68, 0.76, 0.11], [-1.28, 1.70, 0.03], [-3.00, 1.27, 0.17], [0.65, -1.09, 0.25], [1.39, -0.18, -0.29], [0.38, -0.95, 1.27], [-2.01, 0.85, 0.08], [-1.62, -0.72, -0.13], [0.80, -2.01, -0.17], [1.90, -0.46, -1.07]]}



{"formula": "C13H27BrO8", "method": "wB97M-V/def2-TZVPD", "fmax_ev_per_a": 1.13, "orbital_gap_ev": 10.29, "energy_ev": -100340.187, "homo_energy_ev": -9.6, "spin_multiplicity": 1, "smiles": "COC[C@@H](CCCBr)OC.COC(=O)OC.COC(=O)OC", "charge": 0, "lumo_ev": 0.68, "elements": ["H", "H", "C", "C", "H", "C", "H", "O", "H", "O", "H", "H", "H", "O", "O", "H", "H", "H", "C", "O", "H", "C", "O", "C", "C", "C", "H", "C", "Br", "H", "H", "H", "C", "C", "O", "H", "H", "H", "H", "H", "H", "H", "H", "H", "H", "C", "O", "C", "H"], "positions_angstrom": [[0.09, 1.87, -1.01], [1.54, -1.39, 0.96], [0.34, 1.64, 0.03], [-1.02, -1.93, -2.55], [2.29, 2.38, -0.40], [-0.60, -5.93, -1.23], [2.65, 4.91, 1.04], [0.00, -4.63, -1.15], [-0.83, -6.10, -2.28], [1.03, 3.89, 0.19], [-0.39, -2.47, -1.87], [-1.52, 2.67, 0.34], [1.18, 4.79, 2.07], [-2.76, -0.22, -3.65], [0.84, -3.02, -0.02], [-1.32, -0.10, 0.92], [-2.74, 0.96, 1.06], [-0.40, -1.44, -3.31], [1.16, -2.38, 1.22], [0.18, -4.88, 1.09], [-0.53, 2.57, 1.76], [0.34, -4.25, 0.08], [-3.12, 0.69, -1.61], [-0.88, 2.00, 0.90], [1.56, 4.87, 1.05], [-1.72, 0.80, 1.37], [-3.54, 2.22, -2.96], [3.68, 0.41, 1.81], [-1.70, 0.66, 3.32], [0.27, -2.26, 1.83], [1.21, 5.83, 0.67], [4.15, 0.58, 0.84], [2.18, 2.24, 1.71], [-2.55, -0.17, -2.47], [2.33, 0.82, 1.80], [1.58, 2.56, 2.57], [-1.51, -5.97, -0.64], [0.10, -6.69, -0.88], [3.69, -0.66, 1.98], [-1.72, -2.62, -3.03], [1.92, -2.93, 1.76], [-4.42, 2.24, -1.42], [-4.87, 1.06, -2.67], [0.62, 0.59, 0.08], [4.25, 0.90, 2.60], [-4.04, 1.60, -2.22], [-1.72, -0.94, -1.78], [1.52, 2.55, 0.36], [3.18, 2.66, 1.73]]}



{"formula": "C34H33GeHfN6O2", "method": "wB97M-V/def2-TZVPD", "fmax_ev_per_a": 4.06, "orbital_gap_ev": 5.94, "energy_ev": -106653.880, "homo_energy_ev": -3.7, "spin_multiplicity": 1, "charge": -1, "lumo_ev": 2.28, "elements": ["C", "H", "N", "C", "Ge", "C", "C", "H", "C", "H", "C", "O", "H", "H", "H", "C", "N", "H", "N", "H", "C", "C", "H", "H", "H", "C", "C", "H", "C", "C", "H", "H", "H", "H", "N", "C", "C", "H", "C", "C", "N", "C", "Hf", "C", "H", "H", "H", "C", "N", "C", "H", "C", "C", "H", "H", "H", "C", "H", "C", "C", "H", "C", "C", "O", "C", "H", "H", "C", "H", "H", "C", "H", "C", "H", "H", "C", "C"], "positions_angstrom": [[1.55, -2.97, 0.83], [1.83, 3.54, -2.18], [-0.52, 2.14, 0.18], [2.52, -2.19, 1.69], [1.38, 1.24, -3.08], [-0.03, -2.98, -0.79], [-4.80, -3.97, -0.91], [-2.64, -1.13, -2.33], [0.10, -4.36, -0.93], [-5.37, -4.39, -2.99], [-2.39, 2.70, 4.03], [1.71, 2.91, 3.85], [3.03, 3.19, -3.48], [2.37, 0.76, -5.18], [0.03, 1.69, -5.13], [5.39, 1.89, 1.93], [1.77, 1.48, 2.08], [1.40, 3.63, -3.78], [0.68, -2.29, 0.08], [-0.58, -2.49, -1.51], [1.23, 2.17, 3.02], [-2.84, 1.41, 3.84], [-3.49, 0.71, -0.14], [-3.56, 3.65, -0.27], [-1.59, -2.15, 1.01], [-3.13, -1.98, -1.93], [5.75, 0.60, 1.68], [-5.42, -4.75, -0.51], [-2.38, -1.54, 0.58], [1.23, 0.50, -1.36], [0.92, -6.14, -0.04], [-4.22, -3.17, 1.03], [1.95, -0.82, -4.39], [2.46, -4.72, 1.49], [-0.82, 0.74, 2.87], [0.89, -5.06, -0.05], [-2.43, 0.79, 0.01], [0.78, 3.79, 0.11], [-1.10, 2.96, 3.67], [-4.11, -3.10, -0.03], [-1.71, -0.24, 0.32], [-0.27, 1.95, 3.19], [0.59, 0.11, 0.51], [2.06, 3.03, -3.16], [6.18, 2.66, 2.12], [1.93, -0.36, -1.26], [5.01, -1.47, 1.26], [1.72, -4.32, 0.80], [2.38, -0.91, 1.39], [-3.20, -2.17, -0.55], [6.76, 0.38, 1.43], [4.79, -0.47, 1.53], [-3.86, -2.79, -2.83], [-0.70, 3.97, 3.82], [-3.05, 3.42, 4.58], [-2.41, -0.50, 3.08], [-0.29, 1.41, -4.10], [-1.02, 2.16, -3.64], [-2.01, 0.44, 3.28], [-1.35, 4.26, -0.16], [-0.42, -4.89, -1.72], [-0.20, 3.44, 0.01], [3.16, 1.26, 2.10], [3.34, -2.75, 2.43], [-1.89, 2.04, -0.07], [3.83, 3.26, 2.30], [-3.86, 1.15, 4.07], [-2.43, 3.39, -0.24], [3.46, 0.10, -3.95], [-3.97, -2.61, -3.87], [4.10, 2.24, 2.18], [-0.86, 0.39, -4.19], [-4.71, -3.80, -2.38], [-3.04, -1.54, 1.45], [-1.48, 5.33, -0.17], [3.48, -0.04, 1.70], [2.43, 0.14, -4.23]]}